Record 1
A molecular structure, C7H16NO in a non-equilibrium geometry. Source: the Open Molecules 2025 dataset; level of theory: ωB97M-V/def2-TZVPD.

```
25
Properties=species:S:1:pos:R:3:nbo_charge:R:1
C 1.0610 -1.4632 -0.9880 -0.27
C 1.9783 -0.6549 0.0726 -0.06
C -0.7946 -0.1868 -0.8915 0.28
C -2.0584 2.0514 0.2569 -0.66
C -0.8306 -2.2338 0.3737 -0.43
C 2.1988 1.7057 -0.1049 -0.28
C -2.1397 0.5291 0.3138 -0.32
N -0.3369 -1.3210 -0.6102 -0.32
O 1.4880 0.5452 0.3560 -0.55
H 1.3296 -1.0567 -1.9970 0.24
H 1.2438 -2.6022 -1.1013 0.24
H 2.0733 -1.2453 0.9664 0.19
H 3.0223 -0.7371 -0.4037 0.20
H -0.2581 0.5085 -1.5846 0.22
H -3.0910 2.4012 -0.1779 0.24
H -1.1650 2.3666 -0.2510 0.22
H -1.8343 2.5355 1.2208 0.25
H -1.5255 -2.9593 0.0349 0.25
H 0.0077 -2.8138 0.8162 0.24
H -1.3364 -1.5814 1.1502 0.24
H 3.3194 1.5347 0.1854 0.21
H 1.9444 1.7944 -1.2163 0.19
H 1.9511 2.6297 0.5496 0.23
H -3.1032 0.1819 0.0078 0.24
H -1.5584 0.1788 1.1677 0.22
```

As for the total charge: +1. The calculation puts the total energy at -405.92225 Ha. The calculation puts the HOMO-LUMO gap at 10.3 eV. The spin multiplicity is 1. The LUMO energy comes out at -3.734 eV. For the highest occupied orbital energy, the calculation gives -14.1 eV.

***

Record 2
A gas-phase ion, C7H16NO2S (charge +1) in a non-equilibrium geometry. Source: the Open Molecules 2025 dataset; level of theory: ωB97M-V/def2-TZVPD.

```
27
Properties=species:S:1:pos:R:3:nbo_charge:R:1
C 1.2774 1.0069 1.6685 -0.25
C 2.0552 -0.3199 1.6213 -0.11
C -0.4493 0.4542 -0.0373 -0.47
C 1.0265 -1.6074 -0.0773 0.61
C -1.0247 -0.0809 -3.1817 -0.63
C -0.8531 0.2350 2.4042 -0.43
C 0.1307 0.8785 -2.8953 -0.50
N -0.2035 0.9240 1.3223 -0.36
O 2.0859 -0.9264 0.3793 -0.45
O 0.2018 -2.3285 0.6988 -0.68
S -0.0374 1.6285 -1.2480 0.19
H 1.3964 1.3965 2.7024 0.23
H 1.5061 1.7898 0.9255 0.25
H 3.0763 0.0267 1.8666 0.24
H 1.7001 -1.0616 2.3180 0.21
H -1.4130 0.0620 -0.0053 0.18
H 1.1256 -1.9245 -1.0267 0.18
H -1.0968 -0.9981 -2.5759 0.19
H -1.9049 0.3464 -2.7957 0.23
H -0.9025 -0.4377 -4.1639 0.23
H -0.5538 0.6119 3.3759 0.23
H -1.8250 0.4795 2.2899 0.22
H -0.9154 -0.8542 2.2856 0.25
H 0.0792 1.6807 -3.6478 0.26
H 1.1539 0.3735 -2.8861 0.22
H -0.4370 1.8793 1.3695 0.41
H -0.2868 -3.0397 0.2230 0.53
```

As for the total charge: +1. The calculation puts the total energy at -879.32570 Ha. The calculation puts the HOMO-LUMO gap (alpha / beta) at 7.4 / 7.4 eV. The spin multiplicity is 1. The LUMO energy (alpha / beta) comes out at -3.358 / -3.359 eV. For the highest occupied orbital energy (alpha / beta), the calculation gives -10.8 / -10.8 eV.

***

Record 3
2 unconnected molecules or ions with the total composition C7H16NO3 in a non-equilibrium geometry. Source: the Open Molecules 2025 dataset; level of theory: ωB97M-V/def2-TZVPD.

```
27
Properties=species:S:1:pos:R:3:nbo_charge:R:1
C 2.1135 0.1400 -0.0962 0.85
C 3.3413 0.2842 -0.9269 -0.73
C -0.6416 -2.6522 0.6853 -0.59
C -1.1634 2.0335 0.6144 -0.42
C -1.7950 0.8816 -1.5164 -0.42
C -1.2092 -1.5059 -0.0939 -0.50
C -0.6632 -0.2027 0.3557 0.80
N -1.3001 0.8891 -0.1541 -0.41
O 2.2111 0.6154 1.1298 -0.67
O -0.2141 0.0641 1.5519 -0.68
O 1.0143 -0.1615 -0.5937 -0.60
H 4.2191 -0.1529 -0.3819 0.27
H 3.6096 1.3051 -0.7913 0.27
H 3.2301 -0.0715 -1.9879 0.27
H 0.2798 -2.1875 1.0860 0.17
H -0.4694 -3.5682 0.1888 0.25
H -1.2250 -2.8492 1.6197 0.23
H -0.2452 2.2976 1.0621 0.21
H -1.4983 2.9029 -0.0900 0.23
H -1.9844 2.0038 1.4025 0.22
H -2.3512 -0.0155 -1.7955 0.23
H -2.5196 1.6850 -1.5335 0.23
H -0.9827 0.9982 -2.2935 0.22
H -2.3260 -1.3531 0.0813 0.26
H -0.9948 -1.6939 -1.0929 0.26
H 1.4065 0.9791 1.5482 0.52
H 0.1579 -0.6654 2.0219 0.52
```

As for the total charge: +1. The calculation puts the total energy at -556.50886 Ha. The calculation puts the HOMO-LUMO gap at 10.8 eV. The spin multiplicity is 1. The LUMO energy comes out at -2.758 eV. For the highest occupied orbital energy, the calculation gives -13.6 eV.

***

Record 4
2 unconnected molecules or ions with the total composition C7H16NO3PS in a non-equilibrium geometry. Source: the Open Molecules 2025 dataset; level of theory: ωB97M-V/def2-TZVPD.

```
29
Properties=species:S:1:pos:R:3:nbo_charge:R:1
C -1.0416 -0.8410 -1.4162 -0.25
C -1.6140 -0.5367 0.9496 -0.25
C -0.4026 -2.1908 -1.0158 -0.08
C -1.0805 -1.9949 1.2032 -0.08
C -0.2777 2.3636 0.4764 -0.52
C -1.2553 1.5465 -0.3397 -0.21
C 0.9830 2.6642 -0.1713 -0.31
N -0.9004 0.0536 -0.2152 -0.48
O 2.5244 -0.1761 -1.7568 -0.97
O 1.6019 -0.3732 0.4820 -0.97
O -1.1154 -2.8699 0.0676 -0.53
P 4.4586 -0.7476 0.4876 0.14
S 2.7267 0.3709 -0.4149 1.27
H -0.6274 -0.4972 -2.2674 0.22
H -2.0178 -1.0865 -1.4766 0.18
H -2.7023 -0.4221 0.8464 0.18
H -1.2193 0.0125 1.7828 0.20
H -0.4667 -2.9296 -1.9014 0.20
H 0.6148 -2.0921 -0.7133 0.19
H -0.1243 -1.9059 1.6004 0.18
H -1.8001 -2.4681 1.8909 0.19
H -0.6356 3.4231 0.7910 0.23
H -0.0777 1.8835 1.3959 0.22
H -1.2066 1.6102 -1.4779 0.21
H -2.2948 1.7043 -0.0247 0.19
H 1.8272 2.5181 0.5111 0.18
H 1.1949 3.2000 -1.1565 0.20
H 0.7412 -0.2064 0.0790 0.51
H 4.1873 -0.0122 1.7840 -0.06
```

The calculation puts the total energy at -1296.10995 Ha. The calculation puts the HOMO-LUMO gap (alpha / beta) at 6.3 / 8.5 eV. The spin multiplicity is 1. The LUMO energy (alpha / beta) comes out at -1.568 / -0.107 eV. For the highest occupied orbital energy (alpha / beta), the calculation gives -7.8 / -8.6 eV.

***

Record 5
2 unconnected molecules or ions with the total composition C7H16NO3Si in a non-equilibrium geometry. Source: the Open Molecules 2025 dataset; level of theory: ωB97M-V/def2-TZVPD.

```
28
Properties=species:S:1:pos:R:3:nbo_charge:R:1
C -0.9316 2.4324 2.0280 0.68
C 2.3356 2.8085 1.0144 -0.62
C -2.0467 -0.4320 -1.5773 -1.10
C -1.2524 -2.2083 0.7937 -1.14
C 0.0423 -2.7632 -2.0449 -1.10
C 0.1910 1.7556 1.6863 -0.26
C 1.4927 2.3627 2.2055 0.04
N 0.7182 -0.3451 -0.3506 -1.36
O -1.6875 3.3362 1.7836 -0.67
O -0.8123 1.4227 2.8636 -0.57
O 1.3289 3.4645 3.1111 -0.74
Si -0.5404 -1.3787 -0.7477 1.77
H 1.6841 3.3722 0.4438 0.20
H 3.1929 3.2670 1.3364 0.19
H 2.7280 2.0079 0.3197 0.20
H -2.4572 -1.0920 -2.2390 0.21
H -2.7140 0.0325 -0.8231 0.24
H -1.8960 0.4191 -2.2853 0.23
H -2.0818 -2.8702 0.9443 0.23
H -0.3849 -2.8157 1.2740 0.21
H -1.4143 -1.3478 1.3781 0.25
H 0.0131 -3.7250 -1.5741 0.22
H -0.5700 -2.7770 -2.9562 0.22
H 1.1150 -2.4831 -2.4651 0.23
H 0.4075 0.5293 0.1001 0.43
H 2.0665 1.5916 2.7677 0.16
H 1.3579 -0.7526 0.3477 0.38
H 0.5273 3.8671 2.6422 0.46
```

As for the total charge: -1. The calculation puts the total energy at -846.26349 Ha. The calculation puts the HOMO-LUMO gap at 7.0 eV. The spin multiplicity is 1. The LUMO energy comes out at 3.387 eV. For the highest occupied orbital energy, the calculation gives -3.6 eV.

***

Record 6
2 unconnected molecules or ions with the total composition C7H16O in a non-equilibrium geometry. Source: the Open Molecules 2025 dataset; level of theory: ωB97M-V/def2-TZVPD.

```
24
Properties=species:S:1:pos:R:3:nbo_charge:R:1
C -0.6826 -0.2478 -2.3018 -0.41
C 0.0768 0.4654 -1.3955 0.01
C 1.5040 0.9556 -1.7238 -0.66
C -0.6896 1.0159 -0.2408 -0.45
C -1.7996 0.1154 0.3511 -0.42
C -1.4823 -1.0646 1.2660 -0.42
C -0.3836 -0.4745 2.1945 -0.62
H -0.1182 -0.6917 -3.1481 0.19
H -1.6631 -0.6099 -2.1430 0.20
H 1.9190 1.9666 -1.4757 0.24
H 1.4832 0.9738 -2.8744 0.23
H 2.2887 0.2051 -1.4032 0.19
H 0.1297 1.0529 0.6778 0.21
H -1.0451 2.1277 -0.3807 0.23
H -2.5872 0.0634 -0.3978 0.21
H -2.5388 0.7988 0.9746 0.20
H -1.0594 -1.9205 0.7169 0.20
H -2.2324 -1.3682 2.0005 0.22
H -0.3816 -0.9374 3.2395 0.20
H 0.6632 -0.6392 1.8618 0.23
H -0.4581 0.5683 2.2570 0.20
O 2.9967 -0.6162 0.9067 -0.94
H 2.6482 -0.2991 0.1485 0.47
H 3.4122 -1.4399 0.8900 0.48
```

The SMILES is C=C(C)CCCC.O. The calculation puts the total energy at -351.43837 Ha. The calculation puts the HOMO-LUMO gap at 10.0 eV. The spin multiplicity is 1. The LUMO energy comes out at 0.850 eV. For the highest occupied orbital energy, the calculation gives -9.2 eV.

***

Record 7
C7H16O2 in the gas phase. Source: the Open Molecules 2025 dataset; level of theory: ωB97M-V/def2-TZVPD.

```
25
Properties=species:S:1:pos:R:3:nbo_charge:R:1
C 1.9520 -1.8152 -0.5270 -0.25
O 1.3154 -0.9270 0.3555 -0.58
C 0.6984 0.2504 -0.1973 0.55
C 1.4355 1.4559 0.3957 -0.64
O 0.8705 0.3415 -1.5771 -0.72
C -0.8193 0.1968 0.1862 -0.08
C -1.4371 -1.0922 -0.3761 -0.62
C -0.9690 0.1752 1.7081 -0.61
C -1.5634 1.3986 -0.4015 -0.61
H 2.6663 -1.3016 -1.1774 0.18
H 2.4835 -2.5194 0.1096 0.20
H 1.2379 -2.3718 -1.1495 0.15
H 2.4426 1.4627 -0.0160 0.22
H 1.4950 1.3591 1.4733 0.22
H 0.9406 2.3809 0.1203 0.21
H 0.3500 -0.3466 -2.0096 0.47
H -1.4361 -1.1028 -1.4656 0.19
H -0.8997 -1.9614 -0.0069 0.22
H -2.4718 -1.1723 -0.0520 0.22
H -0.6830 1.1286 2.1429 0.21
H -2.0049 -0.0228 1.9754 0.21
H -0.3407 -0.6052 2.1287 0.23
H -2.6368 1.2505 -0.3036 0.21
H -1.3010 2.3149 0.1193 0.21
H -1.3249 1.5231 -1.4556 0.22
```

The SMILES is CO[C@@](C)(O)C(C)(C)C. The calculation puts the total energy at -426.78555 Ha. The calculation puts the HOMO-LUMO gap at 10.3 eV. The spin multiplicity is 1. The LUMO energy comes out at 0.782 eV. For the highest occupied orbital energy, the calculation gives -9.5 eV.

***

Record 8
2 unconnected molecules or ions with the total composition C7H16O2 in a non-equilibrium geometry. Source: the Open Molecules 2025 dataset; level of theory: ωB97M-V/def2-TZVPD.

```
25
Properties=species:S:1:pos:R:3:nbo_charge:R:1
C 2.6090 -0.9692 -0.0716 -0.66
C 1.2304 -0.7625 -0.5337 -0.17
C 0.1344 -1.0965 0.1417 0.00
C 0.2408 -1.7216 1.5001 -0.67
C -1.2530 -0.6746 -0.2686 -0.43
C -1.9062 0.3477 0.6644 -0.43
C -1.3041 1.7471 0.5556 -0.07
O -1.2894 2.2395 -0.7924 -0.74
H 3.3193 -0.8384 -0.8928 0.23
H 2.9480 -0.4278 0.8195 0.22
H 2.7544 -2.0444 0.1727 0.21
H 1.1202 -0.4042 -1.5511 0.20
H 0.4844 -2.7988 1.4745 0.22
H 1.0626 -1.3303 2.1031 0.22
H -0.7217 -1.7792 2.0194 0.21
H -1.9461 -1.5087 -0.3812 0.21
H -1.1991 -0.3123 -1.3086 0.21
H -3.0029 0.3781 0.5475 0.20
H -1.8676 -0.0186 1.6928 0.22
H -1.9043 2.4608 1.1151 0.17
H -0.2732 1.6875 0.8845 0.18
H -2.1442 2.0010 -1.1977 0.46
O 1.2694 1.9489 -2.4474 -0.95
H 0.4924 1.3920 -2.5843 0.47
H 1.1466 2.4845 -1.6616 0.48
```

The SMILES is C/C=C(\C)CCCO.O. The calculation puts the total energy at -426.75226 Ha. The calculation puts the HOMO-LUMO gap at 9.6 eV. The spin multiplicity is 1. The LUMO energy comes out at 0.781 eV. For the highest occupied orbital energy, the calculation gives -8.8 eV.